137
Properties=species:S:1:pos:R:3:mulliken_charge:R:1 method="wB97M-V/def2-TZVPD" e_lumo_ev=-0.11 de_lowest_kj_mol=485.3 orbital_gap_ha=0.3578 total_energy_ev=-154608.8744 e_homo_ha=-0.3617 smiles="COP(=O)(OC)OC.COP(=O)(OC)OC.COP(=O)(OC)OC.COP(=O)(OC)OC.COP(=O)(OC)OC.COP(=O)(OC)OC.COP(=O)(OC)OC.CO.CO.CO"
C -2.42 -2.22 -12.71 -0.24
O -1.79 -2.54 -11.39 -0.43
H -1.82 -2.69 -13.49 0.30
H -3.44 -2.58 -12.80 0.31
H -2.44 -1.15 -12.92 -0.20
H -1.46 -3.44 -11.35 0.23
C -0.98 2.63 -6.99 -0.30
O -1.09 2.71 -5.62 -0.50
H -1.99 2.67 -7.40 0.18
H -0.46 3.50 -7.39 0.37
H -0.46 1.73 -7.30 -0.03
H -1.59 3.50 -5.38 0.27
C -0.06 -1.16 -8.50 -0.07
O -1.26 -0.82 -9.09 0.16
H -0.03 -2.25 -8.43 0.22
H 0.74 -0.87 -9.18 -0.21
H 0.11 -0.66 -7.55 -0.03
H -1.36 -1.39 -9.85 -0.12
C 3.16 -2.97 -10.03 -0.22
O 4.14 -2.68 -9.05 -0.39
P 4.03 -1.30 -8.21 0.91
O 2.81 -1.23 -7.35 -0.23
O 5.44 -1.36 -7.40 -0.49
C 5.57 -1.83 -6.04 -0.61
O 4.12 -0.12 -9.31 -0.22
C 5.19 -0.11 -10.27 -0.39
H 3.62 -3.28 -10.97 0.37
H 2.65 -2.07 -10.35 -0.08
H 2.46 -3.76 -9.74 0.10
H 5.80 -2.88 -6.24 0.29
H 4.61 -1.81 -5.52 0.20
H 6.26 -1.33 -5.36 0.27
H 4.67 0.11 -11.20 -0.13
H 5.74 -1.05 -10.35 0.35
H 5.92 0.68 -10.06 0.28
C -2.72 -4.35 -8.10 -0.14
O -3.43 -5.55 -7.98 -0.38
P -3.21 -6.46 -6.68 0.53
O -4.05 -7.65 -6.55 -0.79
O -1.61 -6.85 -6.63 0.02
C -1.08 -8.03 -6.00 -0.66
O -3.46 -5.44 -5.42 -0.06
C -4.80 -5.41 -4.82 -0.81
H -2.95 -3.66 -7.29 0.25
H -2.71 -3.88 -9.08 0.15
H -1.66 -4.61 -8.07 0.10
H -0.38 -8.54 -6.66 0.14
H -1.88 -8.77 -5.96 0.49
H -0.61 -7.65 -5.09 0.23
H -4.96 -4.45 -5.32 0.33
H -4.85 -5.18 -3.75 0.24
H -5.51 -6.11 -5.25 0.34
C 0.95 -3.92 -5.28 -0.92
O 1.10 -5.24 -4.80 0.00
P 2.47 -5.97 -4.77 0.76
O 3.63 -5.34 -4.06 -0.73
O 1.92 -7.44 -4.29 -0.29
C 2.68 -8.58 -4.04 -0.75
O 2.81 -6.17 -6.32 -0.27
C 1.91 -6.79 -7.33 -0.33
H 1.78 -3.48 -5.84 0.47
H 0.62 -3.34 -4.42 0.35
H 0.06 -3.80 -5.90 0.33
H 2.30 -8.93 -3.08 0.23
H 3.74 -8.33 -4.04 0.35
H 2.37 -9.26 -4.84 0.25
H 1.89 -7.87 -7.19 0.25
H 2.16 -6.65 -8.39 0.37
H 0.88 -6.45 -7.21 -0.08
C -0.61 1.02 -14.05 -0.44
O 0.44 1.05 -13.01 0.36
P 2.03 1.12 -13.23 0.30
O 2.57 2.19 -14.09 -0.75
O 2.62 1.14 -11.73 0.05
C 2.03 1.92 -10.80 -0.14
O 2.44 -0.36 -13.84 -0.39
C 3.81 -0.85 -13.67 -0.45
H -1.59 0.75 -13.67 -0.14
H -0.46 0.33 -14.88 0.33
H -0.72 2.04 -14.42 0.32
H 1.23 2.57 -11.16 -0.07
H 2.75 2.50 -10.23 0.38
H 1.72 1.33 -9.94 0.03
H 4.08 -1.58 -14.43 0.34
H 3.90 -1.26 -12.67 -0.04
H 4.61 -0.11 -13.74 0.36
C -4.36 3.48 -13.06 -0.56
O -4.49 3.63 -11.65 -0.40
P -3.14 3.48 -10.79 0.61
O -3.26 3.87 -9.37 -0.65
O -2.65 1.96 -10.99 0.51
C -3.58 0.93 -10.67 -0.14
O -2.08 4.43 -11.61 -0.37
C -0.84 4.84 -10.97 -0.50
H -4.68 4.35 -13.64 0.27
H -4.99 2.64 -13.34 0.28
H -3.33 3.25 -13.32 0.17
H -3.83 0.47 -11.63 0.25
H -4.54 1.17 -10.21 0.45
H -3.13 0.31 -9.90 -0.44
H -0.84 4.66 -9.90 0.08
H -0.74 5.93 -10.95 0.33
H 0.06 4.39 -11.38 0.22
C -7.58 -1.08 -4.10 -0.83
O -6.25 -0.87 -4.36 -0.05
P -5.75 0.52 -5.04 0.53
O -6.63 1.09 -6.06 -0.75
O -5.45 1.34 -3.77 -0.32
C -4.29 2.13 -3.48 -0.36
O -4.18 0.12 -5.46 0.29
C -3.83 0.21 -6.83 -0.92
H -8.15 -0.82 -5.00 0.35
H -7.88 -0.53 -3.21 0.29
H -7.70 -2.14 -3.89 0.19
H -4.43 2.79 -2.62 0.26
H -4.07 2.75 -4.35 0.24
H -3.43 1.45 -3.38 0.16
H -2.77 0.18 -7.08 0.05
H -4.28 1.07 -7.31 0.50
H -4.19 -0.70 -7.32 0.35
C 0.03 -0.55 -4.40 0.01
O -0.53 -1.50 -3.48 0.23
P -1.23 -0.89 -2.15 0.56
O -1.32 0.56 -2.17 -0.72
O -2.52 -1.87 -2.04 -0.37
C -3.42 -2.06 -3.05 -0.12
O -0.25 -1.49 -0.98 -0.31
C -0.70 -1.38 0.34 -0.84
H 0.56 0.37 -4.15 0.30
H -0.85 -0.21 -4.94 -0.07
H 0.62 -1.20 -5.04 -0.08
H -3.09 -1.85 -4.07 0.06
H -4.18 -1.34 -2.74 0.24
H -3.87 -3.05 -2.96 0.17
H -1.48 -2.14 0.36 0.33
H -1.03 -0.43 0.76 0.29
H 0.05 -1.85 0.96 0.27



19
Properties=species:S:1:pos:R:3:mulliken_charge:R:1 method="wB97M-V/def2-TZVPD" e_lumo_ev=0.95 de_lowest_kj_mol=183.2 orbital_gap_ha=0.3799 total_energy_ev=-8462.4553 e_homo_ha=-0.3450 smiles=C[C@H]1OCC1(C)C
C -1.76 0.66 -0.89 -1.31
C -0.95 0.70 0.39 0.20
O -1.48 -0.21 1.36 -0.44
C -0.38 -1.09 1.24 -0.60
C 0.44 -0.06 0.32 1.42
C 1.80 0.70 0.61 -1.26
C 0.77 -0.75 -1.00 -2.19
H -2.79 1.01 -0.75 0.37
H -1.27 1.28 -1.65 0.31
H -1.81 -0.37 -1.27 0.25
H -1.00 1.70 0.84 0.34
H -0.67 -1.95 0.61 0.22
H -0.12 -1.50 2.23 0.28
H 1.74 1.78 0.79 0.35
H 2.38 0.60 -0.32 0.39
H 2.43 0.21 1.36 0.30
H 1.01 0.02 -1.74 0.40
H 0.00 -1.44 -1.36 0.46
H 1.71 -1.30 -0.83 0.52



15
Properties=species:S:1:pos:R:3:mulliken_charge:R:1 method="wB97M-V/def2-TZVPD" e_lumo_ev=0.48 de_lowest_kj_mol=343.6 orbital_gap_ha=0.3258 total_energy_ev=-15626.0731 e_homo_ha=-0.3081
C -0.58 -0.24 1.04 -0.48
C -0.38 0.04 -0.43 0.50
C 0.26 0.87 0.53 -0.01
C -1.45 0.57 -1.25 -1.70
O 2.14 0.57 0.60 -0.40
P 2.72 -0.83 0.53 0.05
H -1.49 0.06 1.53 0.27
H -0.16 -1.24 1.52 0.14
H 0.12 -0.59 -1.12 0.25
H 0.05 1.87 0.69 0.34
H -2.13 1.17 -0.75 0.38
H -2.10 -0.23 -1.83 0.31
H -1.14 1.05 -2.19 0.37
H 2.29 -1.72 1.52 0.00
H 1.86 -1.36 -0.38 -0.03



24
Properties=species:S:1:pos:R:3:mulliken_charge:R:1 method="wB97M-V/def2-TZVPD" e_lumo_ev=0.79 de_lowest_kj_mol=150.5 orbital_gap_ha=0.3324 total_energy_ev=-11606.0769 e_homo_ha=-0.3034 smiles=Cc1ccc(O)cc1.CC
C 2.88 -2.20 0.30 -0.66
C 3.24 -0.69 0.31 -0.76
H 3.30 -2.75 -0.59 0.26
H 3.20 -2.68 1.26 0.25
H 1.79 -2.16 0.22 0.15
H 4.13 -0.67 0.91 0.31
H 2.47 -0.38 1.12 0.15
H 3.31 -0.08 -0.59 0.30
C -0.85 0.64 -2.50 -1.21
C -2.05 -0.43 0.94 -0.62
C -1.72 -0.45 -0.43 -0.47
C -1.83 0.76 1.59 0.55
C -1.45 0.71 -1.15 0.48
C -1.70 1.97 0.86 -0.37
C -1.54 1.98 -0.49 -0.51
O -1.90 0.95 2.92 -0.52
H -2.20 -1.41 1.41 0.30
H -1.71 -1.39 -0.93 0.43
H -1.84 0.16 3.46 0.32
H -1.77 2.94 1.33 0.39
H -1.57 0.26 -3.26 0.33
H 0.23 0.40 -2.61 0.24
H -1.47 2.89 -1.10 0.31
H -0.92 1.62 -3.02 0.34



22
Properties=species:S:1:pos:R:3:mulliken_charge:R:1 method="wB97M-V/def2-TZVPD" e_lumo_ev=-2.71 de_lowest_kj_mol=370.9 charge=+1 orbital_gap_ha=0.4038 total_energy_ev=-9873.3220 e_homo_ha=-0.5033
C -0.71 0.90 0.67 -0.90
C -1.23 -0.07 -0.31 -0.58
C 1.66 0.31 0.46 0.04
C 1.20 2.61 0.18 -0.96
C -1.23 -2.31 -1.00 -1.04
N 0.72 1.23 0.43 0.05
N 1.49 -0.96 0.28 -0.36
N -0.92 -1.44 0.12 -0.30
H -1.27 1.73 0.78 0.52
H -0.67 0.34 1.68 0.34
H -2.36 0.11 -0.43 0.45
H -0.96 0.16 -1.33 0.36
H 3.02 0.96 0.51 0.29
H 2.00 2.98 0.83 0.39
H 1.57 2.72 -0.95 0.33
H 0.35 3.39 0.29 0.26
H -0.91 -3.19 -0.55 0.43
H -2.32 -2.59 -1.17 0.34
H -0.73 -2.07 -1.94 0.34
H 0.39 -1.40 0.24 0.57
H 2.33 -1.55 0.35 0.21
H -1.43 -1.83 0.87 0.24



12
Properties=species:S:1:pos:R:3:mulliken_charge:R:1 method="wB97M-V/def2-TZVPD" e_lumo_ev="3.96 / 4.11" de_lowest_kj_mol=543.9 charge=-1 orbital_gap_ha="0.2839 / 0.2707" total_energy_ev=-16588.6336 e_homo_ha="-0.1384 / -0.1197"
C 0.48 -2.08 0.05 -0.61
C -0.15 -1.09 0.61 -0.30
C -0.46 1.68 -0.27 -0.84
O -1.01 -0.32 -1.91 -0.66
O -3.23 -0.57 0.77 -0.86
P -1.21 0.00 -0.51 0.72
H 1.08 -2.74 0.63 0.29
H 0.74 -2.03 -1.04 0.24
H -0.56 -1.38 1.61 0.24
H 0.13 1.78 -1.24 0.26
H -1.38 2.36 -0.20 0.24
H 0.05 1.68 0.65 0.28